[1]
{"formula": "C29H51F5O16S", "method": "wB97M-V/def2-TZVPD", "homo_lumo_gap_ha": 0.3757, "molar_mass_g_mol": 782.8, "lumo_energy_ev": 0.38, "multiplicity": 1, "charge": 0, "symbols": ["C", "O", "C", "C", "C", "C", "O", "C", "O", "O", "C", "S", "O", "O", "C", "F", "F", "C", "F", "F", "F", "H", "H", "H", "H", "H", "H", "H", "H", "H", "H", "H", "C", "C", "O", "C", "C", "O", "H", "H", "H", "H", "H", "H", "H", "H", "C", "C", "O", "C", "C", "O", "H", "H", "H", "H", "H", "H", "H", "H", "C", "C", "O", "C", "C", "O", "H", "H", "H", "H", "H", "H", "H", "H", "C", "C", "O", "C", "C", "O", "H", "H", "H", "H", "H", "H", "H", "H", "C", "C", "O", "C", "C", "O", "H", "H", "H", "H", "H", "H", "H", "H"], "positions_angstrom": [[1.19, 2.80, -0.78], [-0.19, 3.18, -0.81], [-0.39, 4.50, -1.29], [-1.52, 5.26, -0.53], [-2.96, 4.95, -1.07], [-3.30, 3.44, -1.14], [-3.94, 3.27, -2.44], [-5.27, 2.91, -2.38], [-5.90, 2.60, -3.28], [-5.73, 2.96, -1.04], [-4.55, 2.94, -0.28], [-4.27, 1.62, 0.95], [-5.49, 1.00, 1.41], [-3.64, 2.26, 2.08], [-3.08, 0.29, 0.38], [-3.34, -0.79, 1.16], [-1.82, 0.68, 0.67], [-3.24, -0.14, -1.12], [-2.38, 0.50, -1.93], [-4.48, 0.03, -1.58], [-2.92, -1.45, -1.23], [1.81, 3.30, -1.55], [1.60, 2.92, 0.25], [1.22, 1.70, -0.97], [0.54, 5.09, -1.15], [-0.63, 4.55, -2.39], [-1.34, 6.35, -0.70], [-1.47, 5.09, 0.57], [-3.68, 5.46, -0.37], [-3.15, 5.43, -2.05], [-2.52, 2.71, -0.84], [-4.69, 3.83, 0.40], [-0.90, -3.46, -2.08], [-0.37, -3.85, -3.45], [1.03, -4.14, -3.40], [1.54, -5.34, -3.09], [0.63, -6.38, -2.46], [2.71, -5.56, -3.24], [-0.79, -4.28, -1.37], [-1.95, -3.18, -2.14], [-0.33, -2.62, -1.68], [-0.93, -4.67, -3.89], [-0.48, -3.00, -4.13], [0.68, -6.29, -1.38], [0.98, -7.36, -2.76], [-0.41, -6.31, -2.79], [6.42, 1.65, 2.33], [6.81, 2.48, 1.12], [5.75, 2.55, 0.16], [4.76, 3.45, 0.21], [4.55, 4.25, 1.47], [4.00, 3.56, -0.73], [5.58, 2.09, 2.86], [7.26, 1.56, 3.02], [6.10, 0.65, 2.01], [7.16, 3.48, 1.40], [7.65, 2.00, 0.61], [3.84, 3.73, 2.11], [4.13, 5.22, 1.19], [5.46, 4.45, 2.02], [-5.97, -1.18, -4.36], [-5.44, -1.58, -5.72], [-4.04, -1.89, -5.66], [-3.54, -3.09, -5.33], [-4.45, -4.12, -4.70], [-2.36, -3.31, -5.48], [-5.88, -1.99, -3.64], [-7.02, -0.90, -4.43], [-5.41, -0.34, -3.97], [-6.00, -2.41, -6.16], [-5.53, -0.74, -6.41], [-4.40, -4.02, -3.62], [-4.10, -5.11, -4.99], [-5.49, -4.05, -5.03], [12.98, 0.75, 4.10], [11.78, 0.49, 4.99], [10.76, 1.48, 4.78], [9.82, 1.39, 3.83], [9.99, 0.39, 2.71], [8.89, 2.16, 3.83], [12.72, 0.68, 3.05], [13.78, 0.04, 4.31], [13.36, 1.76, 4.27], [11.38, -0.52, 4.87], [12.08, 0.58, 6.03], [10.52, 0.86, 1.88], [9.00, 0.08, 2.38], [10.52, -0.51, 3.01], [-5.64, -2.16, 2.58], [-6.79, -1.73, 3.48], [-7.66, -2.82, 3.78], [-7.47, -3.68, 4.79], [-6.12, -3.72, 5.48], [-8.33, -4.46, 5.09], [-5.02, -2.91, 3.07], [-5.03, -1.31, 2.32], [-6.03, -2.62, 1.67], [-6.44, -1.24, 4.39], [-7.39, -0.99, 2.95], [-5.49, -4.45, 4.98], [-6.28, -4.01, 6.51], [-5.62, -2.75, 5.50]]}

[2]
{"formula": "C29H51F9NO24P5S4", "method": "wB97M-V/def2-TZVPD", "homo_lumo_gap_ha": 0.2451, "molar_mass_g_mol": 1251.8, "lumo_energy_ev": -2.08, "multiplicity": 1, "charge": 0, "symbols": ["C", "C", "C", "O", "C", "O", "C", "S", "C", "C", "S", "O", "O", "C", "F", "F", "C", "F", "F", "C", "F", "F", "C", "F", "F", "F", "C", "O", "C", "S", "C", "P", "N", "C", "O", "O", "C", "O", "C", "S", "H", "H", "H", "H", "H", "H", "H", "H", "H", "H", "H", "H", "H", "H", "H", "C", "O", "P", "O", "O", "C", "O", "C", "H", "H", "H", "H", "H", "H", "H", "H", "H", "C", "O", "P", "O", "O", "C", "O", "C", "H", "H", "H", "H", "H", "H", "H", "H", "H", "C", "O", "P", "O", "O", "C", "O", "C", "H", "H", "H", "H", "H", "H", "H", "H", "H", "C", "O", "P", "O", "O", "C", "O", "C", "H", "H", "H", "H", "H", "H", "H", "H", "H"], "positions_angstrom": [[1.52, 0.76, 1.73], [2.13, 0.54, 3.10], [1.17, -0.07, 4.13], [0.14, -0.88, 3.55], [-1.08, -0.27, 3.60], [-1.42, 0.51, 2.77], [-1.93, -0.63, 4.79], [-3.50, -1.40, 4.34], [-4.09, -0.38, 3.02], [-4.60, 0.85, 3.12], [-4.77, 1.65, 4.71], [-3.47, 2.06, 5.15], [-5.42, 0.78, 5.64], [-5.94, 3.10, 4.54], [-6.93, 2.65, 3.74], [-6.48, 3.28, 5.75], [-5.37, 4.45, 3.95], [-6.08, 4.71, 2.83], [-4.08, 4.37, 3.60], [-5.58, 5.69, 4.86], [-6.88, 5.88, 5.13], [-5.19, 6.75, 4.10], [-4.69, 5.73, 6.16], [-5.46, 6.14, 7.18], [-3.70, 6.59, 6.04], [-4.21, 4.53, 6.47], [-5.02, 1.51, 1.85], [-4.82, 2.66, 1.59], [-5.67, 0.59, 0.85], [-7.02, 1.23, -0.07], [-5.17, -0.65, 0.75], [-5.89, -1.85, -0.42], [-5.48, -1.63, -1.91], [-4.04, -1.00, 1.64], [-3.14, -1.71, 1.29], [2.57, 1.80, 3.66], [3.49, 2.45, 2.88], [4.58, 2.01, 2.79], [3.02, 3.70, 2.19], [4.41, 4.87, 2.33], [0.88, -0.05, 1.42], [2.29, 0.83, 0.95], [0.91, 1.66, 1.73], [3.00, -0.11, 3.00], [0.75, 0.76, 4.71], [1.75, -0.67, 4.83], [-1.40, -1.39, 5.37], [-2.04, 0.23, 5.45], [-6.41, 2.33, -0.54], [-7.28, -1.66, -0.29], [-5.54, -3.15, -0.01], [-5.02, -2.45, -2.29], [2.15, 4.12, 2.68], [2.82, 3.48, 1.15], [4.01, 5.90, 1.58], [4.20, -1.53, -5.05], [4.38, -2.10, -3.73], [3.32, -1.63, -2.57], [3.91, -0.34, -2.12], [3.70, -2.87, -1.61], [4.81, -3.73, -1.79], [1.86, -1.54, -1.83], [0.90, -0.71, -2.52], [4.96, -1.94, -5.70], [3.22, -1.80, -5.44], [4.30, -0.45, -5.00], [5.75, -3.18, -1.69], [4.78, -4.23, -2.75], [4.76, -4.48, -1.01], [0.67, -1.12, -3.51], [1.31, 0.30, -2.63], [-0.01, -0.67, -1.94], [5.07, -0.49, -12.01], [4.84, -1.55, -11.06], [3.70, -1.27, -9.91], [4.47, -0.47, -8.92], [3.52, -2.81, -9.50], [4.40, -3.86, -9.91], [2.16, -0.95, -9.51], [1.62, 0.30, -9.98], [5.84, -0.83, -12.70], [4.16, -0.27, -12.57], [5.41, 0.41, -11.49], [5.40, -3.71, -9.49], [4.46, -3.93, -10.99], [3.99, -4.78, -9.52], [1.63, 0.35, -11.07], [2.20, 1.13, -9.57], [0.59, 0.37, -9.63], [2.54, 6.00, 6.73], [3.65, 5.10, 6.76], [4.51, 5.02, 8.18], [5.39, 6.20, 8.07], [5.20, 3.62, 7.81], [5.00, 3.03, 6.53], [4.49, 4.64, 9.75], [3.66, 5.45, 10.60], [2.10, 5.99, 5.73], [1.78, 5.69, 7.45], [2.87, 7.02, 6.96], [5.37, 3.69, 5.74], [3.96, 2.79, 6.36], [5.57, 2.10, 6.49], [2.61, 5.38, 10.31], [3.98, 6.49, 10.56], [3.76, 5.08, 11.62], [-4.82, -8.32, -4.78], [-3.94, -7.22, -5.08], [-3.16, -6.54, -3.82], [-4.14, -5.63, -3.18], [-2.07, -5.81, -4.75], [-2.21, -5.61, -6.15], [-2.00, -6.81, -2.72], [-2.29, -7.76, -1.68], [-5.26, -8.66, -5.71], [-4.27, -9.15, -4.33], [-5.61, -8.00, -4.10], [-3.05, -4.95, -6.37], [-2.32, -6.55, -6.68], [-1.29, -5.13, -6.49], [-2.49, -8.75, -2.10], [-3.16, -7.43, -1.10], [-1.42, -7.82, -1.04]]}